This record from the OMol25 dataset describes C36H86BFN6O11Si2 as an isolated structure. The level of theory is wB97M-V/def2-TZVPD.

Properties
Max |F| ... 0.0328 Eh/bohr
Frontier orbital gap ... 0.3277 hartree
Electronic energy ... -89336.0956 eV

ORCA input file:
```
! RIJCOSX wB97M-V def2-TZVPD def2/J DEFGRID3
* xyz 0 1
C 2.012 -1.310 -3.694
C 2.469 -1.139 -2.434
Si 3.333 0.425 -1.933
C 2.646 1.144 -0.314
C 1.796 0.185 0.465
N 2.199 -0.997 0.705
C 2.999 1.712 -3.256
C 3.761 1.516 -4.581
C 5.214 2.012 -4.522
O 4.973 0.206 -1.881
Si 5.801 -0.801 -0.841
C 7.572 -0.847 -1.534
C 8.640 -0.799 -0.487
N 9.400 -1.748 -0.125
B 5.896 -0.076 1.073
O 5.314 -0.801 2.094
O 6.560 1.079 1.388
C 6.428 2.236 0.567
C 5.162 -2.581 -0.802
C 6.223 -3.484 -0.175
F 4.935 -3.054 -2.112
H 2.273 -2.178 -4.299
H 1.383 -0.561 -4.172
H 2.369 -1.971 -1.735
H 2.028 2.005 -0.590
H 3.399 1.539 0.378
H 0.838 0.537 0.854
H 1.501 -1.492 1.261
H 3.360 2.655 -2.826
H 1.919 1.805 -3.398
H 3.765 0.467 -4.883
H 3.249 2.076 -5.367
H 5.900 1.208 -4.257
H 5.530 2.392 -5.494
H 5.339 2.809 -3.787
H 7.665 0.025 -2.190
H 7.688 -1.735 -2.161
H 8.782 0.154 0.028
H 9.201 -2.587 -0.674
H 4.602 -0.316 2.519
H 7.293 2.351 -0.091
H 6.394 3.105 1.222
H 5.518 2.227 -0.034
H 4.250 -2.683 -0.212
H 6.692 -3.000 0.685
H 6.994 -3.695 -0.915
H 5.791 -4.432 0.147
C -6.300 0.863 0.156
O -5.453 1.426 -0.826
C -5.341 2.843 -0.769
C -3.953 3.261 -0.335
N -3.716 2.931 1.063
C -2.333 3.087 1.497
C -1.266 2.210 0.858
O -1.366 0.831 1.171
C -2.251 0.080 0.361
H -6.421 -0.191 -0.091
H -5.875 0.937 1.163
H -7.284 1.342 0.150
H -6.102 3.270 -0.109
H -5.520 3.223 -1.779
H -3.848 4.342 -0.469
H -3.238 2.769 -1.011
H -4.002 1.974 1.225
H -2.310 2.893 2.573
H -2.041 4.134 1.358
H -0.303 2.536 1.259
H -1.209 2.344 -0.231
H -2.301 0.474 -0.658
H -3.260 0.042 0.783
H -1.873 -0.942 0.324
C 1.374 6.096 6.824
O 0.382 6.577 5.939
C 0.725 7.780 5.264
C 0.932 7.535 3.785
N 2.138 6.756 3.545
C 2.294 6.279 2.177
C 1.258 5.299 1.637
O 1.279 4.026 2.259
C 0.542 3.917 3.465
H 0.935 5.271 7.382
H 2.259 5.727 6.294
H 1.687 6.871 7.530
H 1.610 8.242 5.710
H -0.114 8.471 5.387
H 1.021 8.497 3.272
H 0.027 7.037 3.408
H 2.144 5.961 4.170
H 3.271 5.791 2.113
H 2.330 7.145 1.509
H 1.496 5.117 0.585
H 0.243 5.714 1.662
H -0.335 4.570 3.468
H 1.159 4.132 4.341
H 0.208 2.882 3.548
C -10.247 -3.251 -6.148
O -9.896 -3.547 -4.813
C -8.518 -3.836 -4.613
C -7.840 -2.744 -3.814
N -7.729 -1.516 -4.588
C -7.296 -0.351 -3.824
C -8.199 0.150 -2.703
O -9.430 0.697 -3.140
C -10.469 -0.235 -3.365
H -11.333 -3.201 -6.193
H -9.840 -2.290 -6.482
H -9.904 -4.033 -6.833
H -8.009 -3.993 -5.568
H -8.463 -4.768 -4.044
H -6.837 -3.079 -3.534
H -8.419 -2.607 -2.890
H -8.625 -1.314 -5.011
H -7.169 0.471 -4.533
H -6.307 -0.559 -3.402
H -7.670 0.969 -2.211
H -8.377 -0.616 -1.937
H -10.399 -1.091 -2.688
H -10.482 -0.598 -4.397
H -11.414 0.278 -3.182
C 3.484 -3.749 3.096
O 2.201 -3.857 2.505
C 2.213 -4.317 1.162
C 1.612 -5.699 1.036
N 2.473 -6.704 1.642
C 1.875 -8.027 1.771
C 0.654 -8.179 2.672
O 0.917 -7.986 4.049
C 0.898 -6.645 4.495
H 3.356 -3.252 4.056
H 3.941 -4.730 3.269
H 4.156 -3.146 2.478
H 3.226 -4.299 0.750
H 1.604 -3.619 0.581
H 1.480 -5.935 -0.025
H 0.615 -5.667 1.499
H 2.753 -6.382 2.560
H 2.649 -8.696 2.153
H 1.613 -8.386 0.770
H 0.308 -9.212 2.580
H -0.179 -7.539 2.354
H 0.184 -6.040 3.929
H 1.885 -6.177 4.436
H 0.597 -6.653 5.543
*
```